DFT (ωB97M-V/def2-TZVPD) results for a 2-piece molecular cluster, C4H14N3 overall in a non-equilibrium geometry.

Cartesian coordinates (Å):
1 C 2.298 -0.327 -0.415
2 C -0.759 -1.757 -0.948
3 C -1.598 0.194 0.378
4 C 1.418 0.754 0.119
5 N -1.500 1.685 0.372
6 N 1.128 0.839 1.378
7 N -0.605 -0.340 -0.574
8 H 1.777 -0.980 -1.110
9 H 2.693 -0.958 0.512
10 H 3.163 0.130 -0.966
11 H -0.527 -2.243 -0.007
12 H -1.787 -1.882 -1.078
13 H -0.140 -2.098 -1.780
14 H -1.250 -0.105 1.281
15 H -2.715 -0.224 0.268
16 H 1.083 1.510 -0.694
17 H -1.716 2.111 1.211
18 H -2.228 2.030 -0.321
19 H 0.356 1.410 1.836
20 H 1.498 0.021 2.009
21 H -0.589 0.231 -1.472

## Properties
strongest force on any atom	0.08632	hartree/bohr
DFT total energy	-324.761115	hartree
gap between HOMO and LUMO	0.353	Eh
LUMO	-3.62	eV
molecular weight	104.18	g mol⁻¹
total charge	+1

natural (NBO) atomic charge list, values in e, 5 entries: C -0.6926; C -0.4207; C -0.0514; C 0.3334; N -0.8702

DFT (ωB97M-V/def2-TZVPD) results for a 2-piece molecular cluster, C4H14N3 overall in a non-equilibrium geometry.

Cartesian coordinates (Å):
1 C 0.665 -1.144 1.586
2 C -1.171 -1.485 -0.219
3 N -0.462 -0.792 0.791
4 N -1.192 -2.794 -0.103
5 N -1.699 -0.573 -1.005
6 H -0.271 0.337 0.590
7 H -1.013 -3.293 0.868
8 H -1.512 -3.260 -0.929
9 H -2.388 0.014 -0.409
10 H -1.877 -0.720 -1.987
11 H 1.484 -0.302 1.396
12 H 0.963 -2.089 1.196
13 H 0.353 -1.221 2.666
14 C 0.929 1.827 -1.198
15 C 1.055 2.528 0.131
16 H 1.477 0.952 -1.199
17 H 0.001 1.618 -1.698
18 H 1.365 2.379 -2.035
19 H 0.391 3.455 0.253
20 H 2.078 2.711 0.377
21 H 0.824 1.852 0.927

## Properties
strongest force on any atom	0.15112	hartree/bohr
DFT total energy	-324.758284	hartree
gap between HOMO and LUMO	0.382	Eh
LUMO	-3.83	eV
molecular weight	104.18	g mol⁻¹
total charge	+1

natural (NBO) atomic charge list, values in e, 5 entries: C -0.4219; C 0.6902; N -0.5987; N -0.7589; N -0.8320

DFT (ωB97M-V/def2-TZVPD) results for a 2-piece molecular cluster, C4H14N3 overall in a non-equilibrium geometry.

Cartesian coordinates (Å):
1 C -1.922 0.786 2.209
2 N -0.685 0.636 1.396
3 C -0.238 1.930 0.779
4 H -2.128 -0.161 2.695
5 H -1.807 1.637 2.882
6 H -2.768 1.032 1.564
7 H -0.845 -0.095 0.631
8 H -0.004 0.195 2.011
9 H -1.099 2.285 0.222
10 H 0.638 1.730 0.173
11 H -0.065 2.600 1.618
12 C 2.466 -1.402 -1.979
13 N 1.306 -1.404 -1.089
14 C 0.070 -1.172 -1.543
15 N -0.966 -1.019 -0.778
16 H 3.264 -2.011 -1.571
17 H 2.144 -1.728 -2.967
18 H 2.846 -0.383 -2.121
19 H 1.521 -1.355 -0.106
20 H 0.043 -1.120 -2.633
21 H -1.771 -0.982 -1.392

## Properties
strongest force on any atom	0.02635	hartree/bohr
DFT total energy	-324.832515	hartree
gap between HOMO and LUMO	0.372	Eh
LUMO	-2.86	eV
molecular weight	104.18	g mol⁻¹
total charge	+1

natural (NBO) atomic charge list, values in e, 5 entries: C -0.4242; N -0.5427; C -0.4074; H 0.2387; H 0.2267

DFT (ωB97M-V/def2-TZVPD) results for a 3-piece molecular cluster, C4H14N3 overall in a non-equilibrium geometry.

Cartesian coordinates (Å):
1 N 0.709 -1.559 0.453
2 C 4.496 1.025 3.618
3 C 3.789 0.263 2.793
4 N -1.772 -0.163 -0.319
5 C -2.501 -0.678 -1.338
6 C -2.982 0.523 -2.353
7 N -1.798 1.145 -2.849
8 H -0.060 -1.062 -0.024
9 H 1.405 -1.920 -0.199
10 H 0.215 -2.441 0.637
11 H 4.257 2.086 3.646
12 H 5.154 0.742 4.428
13 H 3.015 0.689 2.170
14 H 3.984 -0.791 2.637
15 H -2.387 -0.042 0.504
16 H -3.441 -1.180 -1.075
17 H -1.830 -1.266 -1.970
18 H -3.482 0.118 -3.225
19 H -3.564 1.174 -1.708
20 H -1.214 1.614 -2.170
21 H -1.993 1.723 -3.658

## Properties
strongest force on any atom	0.06671	hartree/bohr
DFT total energy	-324.598369	hartree
gap between HOMO and LUMO	0.109	Eh
LUMO	-8.73	eV
molecular weight	104.18	g mol⁻¹
total charge	+1

natural (NBO) atomic charge list, values in e, 5 entries: N -1.0048; C -0.3768; C -0.3886; N -0.1620; C -0.3264

DFT (ωB97M-V/def2-TZVPD) results for a 2-piece molecular cluster, C4H14N3 overall in a non-equilibrium geometry.

Cartesian coordinates (Å):
1 C 0.883 1.716 0.559
2 N 2.699 0.381 -1.183
3 C 1.394 0.625 -1.467
4 N 0.487 1.188 -0.754
5 H 0.003 2.142 1.034
6 H 1.622 2.516 0.462
7 H 1.316 0.953 1.217
8 H 3.343 0.491 -1.948
9 H 3.018 0.762 -0.305
10 H 1.086 0.372 -2.482
11 C -2.633 -0.561 0.234
12 N -1.218 -0.915 -0.045
13 C -0.455 -1.590 1.043
14 H -3.080 -0.223 -0.696
15 H -3.170 -1.435 0.593
16 H -2.657 0.241 0.964
17 H -0.689 0.003 -0.259
18 H -1.108 -1.467 -0.901
19 H -0.427 -0.945 1.917
20 H 0.561 -1.751 0.695
21 H -0.975 -2.503 1.321

## Properties
strongest force on any atom	0.02436	hartree/bohr
DFT total energy	-324.825715	hartree
gap between HOMO and LUMO	0.391	Eh
LUMO	-2.81	eV
molecular weight	104.18	g mol⁻¹
total charge	+1

natural (NBO) atomic charge list, values in e, 5 entries: C -0.4783; N -0.7955; C 0.3074; N -0.5650; H 0.2185

DFT (ωB97M-V/def2-TZVPD) results for a 2-piece molecular cluster, C4H14N3 overall in a non-equilibrium geometry.

Cartesian coordinates (Å):
1 C -0.958 1.585 -2.343
2 C 0.764 1.011 -0.664
3 N 0.299 0.967 -1.907
4 N 0.171 1.787 0.229
5 N 1.848 0.281 -0.309
6 H 0.628 0.188 -2.455
7 H -0.601 2.378 -0.035
8 H 0.348 1.879 1.215
9 H 1.874 -0.620 -0.766
10 H 1.903 0.160 0.696
11 H -1.804 0.965 -2.108
12 H -0.921 1.663 -3.424
13 H -1.005 2.591 -1.967
14 C -0.098 -1.903 2.486
15 C -0.457 -1.833 0.926
16 H -0.953 -2.360 2.972
17 H 0.828 -2.448 2.623
18 H -0.091 -0.897 2.912
19 H -0.733 -0.827 0.646
20 H -1.408 -2.335 0.915
21 H 0.365 -2.234 0.357

## Properties
strongest force on any atom	0.05030	hartree/bohr
DFT total energy	-324.841330	hartree
gap between HOMO and LUMO	0.438	Eh
LUMO	-3.06	eV
molecular weight	104.18	g mol⁻¹
total charge	+1

natural (NBO) atomic charge list, values in e, 5 entries: C -0.4274; C 0.6871; N -0.5387; N -0.7632; N -0.7448